(1)
Entry from OMol25: C4H5InLiO7 as an isolated structure in a non-equilibrium geometry (ωB97M-V/def2-TZVPD).

Element x y z (Å)
O  3.1234  1.0888  2.8441
C  2.7332  0.6514  1.7182
O  3.5970  0.3266  0.8462
O  1.4510  0.5500  1.4989
C  1.0167  0.0191  0.2352
O  -0.8832  -0.4116  -1.0311
C  -2.3968  -0.4991  -1.3343
C  -0.4980  0.0305  0.2287
O  -2.9821  -1.2396  -0.4005
O  -2.4645  -0.9833  -2.5740
In  4.8377  0.8711  2.0853
Li  -2.9725  -2.5585  -1.7200
H  1.3966  -1.0048  0.1238
H  1.4172  0.6342  -0.5804
H  -0.8674  -0.6042  1.0535
H  -0.8740  1.0528  0.4131
O  -2.9228  0.8428  -1.2771
H  -2.7115  1.2338  -2.1298

Cartesian forces, eV/Å:
-3.368 0.661 1.983
-6.212 -0.497 -0.733
-3.243 -1.907 -4.482
1.684 0.367 0.955
-0.189 -0.509 -1.267
-1.220 -0.732 -0.755
1.881 4.025 0.711
-0.566 0.629 0.662
-0.197 -0.709 -1.432
-0.757 -1.187 1.175
11.364 1.658 3.008
-0.002 -0.624 -0.157
-0.052 0.255 0.073
-0.103 -0.091 0.236
0.067 0.064 -0.252
0.176 -0.202 0.030
0.729 -1.301 0.359
0.009 0.100 -0.113

The energy relative to the best compared isomer or geometry (same formula, charge and spin) is 0.0 kJ/mol. For the molar mass, the calculation gives 286.836 Da. As for the frontier orbital gap (alpha / beta): 6.87 / 4.87 eV. For the calculated total energy, the calculation gives -23929.414 eV. The net charge is +1. The largest force on an atom is 11.87 eV/A. The LUMO energy (alpha / beta) comes out at -0.203 / -0.282 hartree.

Here are the Mulliken charges for atoms 1 to 4, given in e: -0.4760 1.0335 -0.3972 -0.1757


(2)
Entry from OMol25: C4H5KO3 as an isolated structure in a non-equilibrium geometry (ωB97M-V/def2-TZVPD).

Element x y z (Å)
O  1.4385  -1.6949  0.5636
C  0.7427  -0.6410  0.1283
O  0.3898  -0.7272  -1.0616
K  -0.8577  1.7188  -1.5192
O  -1.5856  0.9104  1.0822
C  -1.2134  0.1317  1.8712
C  2.6360  -1.4568  1.3119
H  2.5822  -0.4585  1.7678
H  2.6640  -2.2021  2.1177
C  3.8449  -1.5840  0.4114
H  3.8664  -2.5663  -0.0807
H  3.8411  -0.8010  -0.3595
H  4.7600  -1.4751  1.0098

Cartesian forces, eV/Å:
1.440 -1.865 0.155
-0.299 2.200 -0.422
-0.669 0.135 -0.045
0.464 -0.854 0.460
0.502 -1.884 2.258
-0.736 2.182 -2.439
-0.792 0.009 0.223
-0.017 -0.100 -0.081
0.016 0.114 -0.175
0.284 0.025 -0.082
-0.042 0.295 0.115
-0.035 -0.238 0.164
-0.118 -0.020 -0.131

The energy relative to the best compared isomer or geometry (same formula, charge and spin) is 12.8 kJ/mol. For the molar mass, the calculation gives 140.179 Da. As for the frontier orbital gap: 4.97 eV. For the calculated total energy, the calculation gives -26694.411 eV. The largest force on an atom is 3.35 eV/A. The LUMO energy comes out at -0.033 hartree.

Here are the natural (NBO) charges for atoms 1 to 4, given in e: -0.5885 0.2752 -0.8277 0.9704


(3)
Entry from OMol25: C4H5LiMgO2 as an isolated structure in a non-equilibrium geometry (ωB97M-V/def2-TZVPD).

Element x y z (Å)
H  1.4607  -1.9146  0.0281
C  1.1316  0.6389  0.7948
C  0.8881  -0.1586  -0.3642
C  -0.4521  -0.2806  -0.8550
C  -1.5660  -0.5233  -0.0676
O  -2.7524  -0.1612  -0.3977
Mg  -4.5476  -0.0375  0.2785
H  0.3212  0.7270  1.5409
H  1.6599  -0.0745  -1.1369
H  -0.6011  -0.2541  -1.9374
H  -1.4438  -1.0401  0.8987
O  2.1882  1.2741  1.0095
Li  3.7134  1.8047  0.2082

Cartesian forces, eV/Å:
-0.249 1.780 0.064
0.674 0.197 0.979
0.244 -2.045 -0.967
-0.466 -0.258 0.008
0.816 0.482 0.021
-0.853 -0.424 0.001
0.348 -0.042 -0.239
0.251 -0.014 -0.220
-0.198 0.026 0.248
-0.035 0.432 0.333
0.121 0.345 -0.034
-0.441 -0.394 -0.439
-0.210 -0.083 0.243

The energy relative to the best compared isomer or geometry (same formula, charge and spin) is 265.5 kJ/mol. For the molar mass, the calculation gives 116.328 Da. As for the frontier orbital gap (alpha / beta): 6.04 / 6.77 eV. For the calculated total energy, the calculation gives -13964.359 eV. The net charge is +1. The largest force on an atom is 2.28 eV/A. The multiplicity is 2. The LUMO energy (alpha / beta) comes out at -0.155 / -0.145 hartree.

Here are the natural (NBO) charges for atoms 1 to 4, given in e: 0.0457 0.4311 -0.3675 -0.3904


(4)
Entry from OMol25: C4H5LiNaO as an isolated structure in a non-equilibrium geometry (ωB97M-V/def2-TZVPD).

Element x y z (Å)
C  1.2177  1.0754  1.0502
C  0.3649  0.0860  0.8106
C  0.0755  -1.2944  0.8230
H  0.8925  2.1185  1.0011
H  2.2850  0.8888  1.1890
H  0.5716  -1.9474  0.1025
H  -0.2818  -1.7591  1.7469
O  -1.3144  -0.0932  -1.3424
C  -1.3010  -0.2636  -0.0321
Li  0.4415  1.3492  -1.8112
Na  -0.8878  -0.5079  -4.0277
H  -2.0637  0.3477  0.4901

Cartesian forces, eV/Å:
0.208 -0.405 -0.872
-2.157 1.946 -0.678
-2.756 0.073 -1.692
0.134 -0.162 -0.078
-0.033 0.129 0.490
-0.185 -0.088 0.203
0.239 0.221 -0.264
1.353 0.090 -0.115
3.580 0.167 0.941
-0.860 -0.909 0.706
-0.090 0.086 0.616
0.567 -1.147 0.742

The energy relative to the best compared isomer or geometry (same formula, charge and spin) is 271.9 kJ/mol. For the molar mass, the calculation gives 99.014 Da. As for the frontier orbital gap (alpha / beta): 4.25 / 5.84 eV. For the calculated total energy, the calculation gives -10892.355 eV. The largest force on an atom is 3.71 eV/A. The multiplicity is 2. The LUMO energy (alpha / beta) comes out at -0.018 / -0.015 hartree.

Here are the natural (NBO) charges for atoms 1 to 4, given in e: -0.5250 -0.0976 -0.4895 0.1900


(5)
Entry from OMol25: C4H5LiO3Pr as an isolated structure in a non-equilibrium geometry (ωB97M-V/def2-TZVPD).

Element x y z (Å)
O  1.4269  -0.4615  -1.2604
Li  1.8770  1.7064  -0.2079
O  2.6392  0.1646  -0.8431
C  0.8931  -1.2416  -0.3523
C  -0.4016  -1.5951  0.0078
H  -0.8748  -2.0390  0.8926
H  1.6819  -1.6797  0.2657
H  -0.0673  -2.6637  -0.4812
O  -2.1259  1.2966  -0.4065
C  -1.2347  1.9655  0.2621
C  -0.1780  1.3814  0.8953
Pr  -2.5194  -0.6930  -0.7123
H  0.2101  0.7973  1.7275
H  -1.3263  3.0620  0.2126

Cartesian forces, eV/Å:
-3.721 -0.822 0.754
0.318 0.125 -0.103
0.266 -0.517 0.303
4.995 1.468 1.637
-2.445 -2.225 -3.843
1.658 0.358 0.973
0.328 0.317 0.167
-1.244 1.037 0.255
-1.499 -1.418 -1.170
3.261 0.681 1.964
-1.258 1.041 -0.208
-0.503 0.097 -0.339
-0.162 0.196 -0.357
0.008 -0.337 -0.032

The energy relative to the best compared isomer or geometry (same formula, charge and spin) is 707.1 kJ/mol. For the molar mass, the calculation gives 248.930 Da. As for the frontier orbital gap (alpha / beta): 6.92 / 7.44 eV. For the calculated total energy, the calculation gives -24619.730 eV. The net charge is +2. The largest force on an atom is 5.46 eV/A. The multiplicity is 4. The LUMO energy (alpha / beta) comes out at -0.358 / -0.340 hartree.

Here are the Mulliken charges for atoms 1 to 4, given in e: -0.0718 0.9275 -0.6728 0.2674


(6)
Entry from OMol25: C4H5LiORb as an isolated structure in a non-equilibrium geometry (ωB97M-V/def2-TZVPD).

Element x y z (Å)
O  1.1090  -0.9023  -0.6504
C  0.1618  -0.9227  0.2546
C  0.2659  -0.2917  1.5022
Rb  4.5196  -0.9150  -0.4708
Li  0.2108  -0.8748  -2.6883
H  1.2292  0.1236  1.8174
H  -0.3748  -0.7096  2.2869
C  -1.1357  0.2441  0.2100
C  -1.2643  1.2181  -0.6990
H  -2.2163  1.7307  -0.8447
H  -2.0318  -0.1439  0.7034
H  -0.4734  1.4436  -1.4214

Cartesian forces, eV/Å:
-0.210 -0.215 -0.897
-1.372 3.620 -0.408
0.815 -1.837 0.107
-0.514 0.012 0.151
0.081 0.150 1.611
0.040 0.123 0.175
-0.126 0.853 -0.275
0.206 -3.339 -0.468
0.278 0.014 -0.829
0.340 -0.091 0.192
0.454 0.499 0.298
0.008 0.210 0.343

The energy relative to the best compared isomer or geometry (same formula, charge and spin) is 68.1 kJ/mol. For the molar mass, the calculation gives 161.492 Da. As for the frontier orbital gap (alpha / beta): 5.09 / 5.09 eV. For the calculated total energy, the calculation gives -7127.503 eV. The net charge is +1. The largest force on an atom is 3.89 eV/A. The LUMO energy (alpha / beta) comes out at -0.151 / -0.151 hartree.

Here are the natural (NBO) charges for atoms 1 to 4, given in e: -0.9862 0.2627 -0.4394 0.9836


(7)
Entry from OMol25: C4H5LiOTl as an isolated structure in a non-equilibrium geometry (ωB97M-V/def2-TZVPD).

Element x y z (Å)
C  0.6980  1.1065  -0.8930
C  1.5992  1.7185  -1.4404
H  2.3500  2.3307  -1.9129
C  -0.4254  -0.2445  -0.7584
C  -0.3711  -1.0971  0.4869
O  -0.5250  -0.4438  1.6576
Li  0.4637  1.1749  1.7621
H  -1.3884  0.2914  -0.7074
H  0.8208  -0.9833  0.0531
H  -0.4709  -0.8766  -1.6565
H  -0.9864  -2.0061  0.3779
Tl  -1.7646  -0.9706  3.0308

Cartesian forces, eV/Å:
-1.519 -3.462 -0.067
-0.938 -0.388 0.579
-0.110 -0.049 0.196
0.924 4.075 -2.231
0.593 1.096 0.531
5.980 1.209 -6.472
0.477 0.695 -0.261
-0.090 -0.038 0.101
-1.222 -1.067 1.217
0.660 0.399 0.139
1.009 -0.123 -0.030
-5.763 -2.348 6.298

The energy relative to the best compared isomer or geometry (same formula, charge and spin) is 172.8 kJ/mol. For the molar mass, the calculation gives 280.407 Da. As for the frontier orbital gap (alpha / beta): 10.40 / 5.76 eV. For the calculated total energy, the calculation gives -11151.301 eV. The net charge is +2. The largest force on an atom is 8.89 eV/A. The multiplicity is 2. The LUMO energy (alpha / beta) comes out at -0.307 / -0.469 hartree.

Here are the Mulliken charges for atoms 1 to 4, given in e: -0.8547 0.1347 0.4623 -0.3912


(8)
Entry from OMol25: one molecule with the formula C4H5N in a non-equilibrium geometry (ωB97M-V/def2-TZVPD).

Element x y z (Å)
H  -1.0771  -2.5790  0.6879
N  -0.4665  -1.8036  0.9555
C  -0.7757  -0.7154  0.4600
C  0.2683  0.5213  0.6567
C  0.6605  0.8947  -0.6777
C  0.9857  1.1503  -1.7805
H  -1.7074  -0.4533  0.1645
H  -0.3777  1.1570  1.2429
H  1.2651  0.2287  1.0951
H  1.2248  1.5993  -2.8044

Cartesian forces, eV/Å:
-0.471 0.324 0.544
1.039 -2.263 -0.403
4.272 1.748 2.313
-0.570 -2.857 -0.489
-1.107 0.464 1.683
1.084 1.924 -4.586
-2.861 0.883 -1.855
0.613 1.110 0.049
-1.584 -0.069 0.506
-0.415 -1.263 2.239

The energy relative to the best compared isomer or geometry (same formula, charge and spin) is 304.6 kJ/mol. For the molar mass, the calculation gives 67.091 Da. As for the frontier orbital gap: 10.63 eV. For the calculated total energy, the calculation gives -5715.689 eV. The largest force on an atom is 5.16 eV/A. The LUMO energy comes out at 0.041 hartree.

Here are the natural (NBO) charges for atoms 1 to 4, given in e: 0.3421 -0.6104 0.1829 -0.5389


(9)
Entry from OMol25: one molecule with the formula C4H5N in a non-equilibrium geometry (ωB97M-V/def2-TZVPD).

Element x y z (Å)
H  2.6207  0.8298  0.0272
N  2.2277  -0.0623  0.0879
C  1.0089  -0.1784  -0.1039
C  0.1247  -1.4246  -0.0397
C  -1.0140  -0.6677  0.0805
C  -0.3456  0.7001  -0.0159
H  0.5222  -2.4018  -0.2848
H  -2.0684  -0.8302  0.2349
H  -0.7432  1.0878  -1.0727
H  -0.3823  1.5759  0.7611

Cartesian forces, eV/Å:
0.383 1.930 0.163
0.471 -1.813 -0.569
-2.802 -0.357 1.017
-0.009 2.349 -0.786
1.646 -0.560 0.910
0.011 1.353 -1.978
-0.776 -0.318 0.433
-0.027 -0.444 -0.088
1.302 -0.216 2.135
-0.198 -1.924 -1.236

The energy relative to the best compared isomer or geometry (same formula, charge and spin) is 243.5 kJ/mol. For the molar mass, the calculation gives 67.091 Da. As for the frontier orbital gap: 10.40 eV. For the calculated total energy, the calculation gives -5716.323 eV. The largest force on an atom is 3.00 eV/A. The LUMO energy comes out at 0.036 hartree.

Here are the natural (NBO) charges for atoms 1 to 4, given in e: 0.3470 -0.6335 0.3179 -0.2645